DFT (ωB97M-V/def2-TZVPD) results for a 9-piece molecular cluster, C24H57N9O9 overall.

Computed properties:
* HOMO energy: -9.049 eV
* F_max: 4.9 eV Å⁻¹
* frontier orbital gap: 9.12 eV
* charge: 0
* LUMO: 0.07 eV
* SMILES: CNC(C)=O.CNC(C)=O.CNC(C)=O.CNC(C)=O.CNC(C)=O.CNC(C)=O.CC(N)=O.CC(N)=O.CC(N)=O

Each line ends with the Löwdin charge.
Geometry (Å):
C -0.590 -15.782 -5.313  -0.0461
N -1.679 -15.132 -5.970  0.0037
C -2.693 -15.660 -6.569  -0.5908
C -3.005 -17.130 -6.835  0.0230
O -3.502 -14.877 -7.053  -0.0065
H -0.060 -15.042 -4.714  0.0789
H 0.097 -16.263 -6.010  0.0783
H -1.227 -16.463 -4.748  0.0892
H -1.781 -14.157 -5.726  0.1346
H -2.240 -17.640 -7.420  0.0779
H -3.990 -17.342 -7.249  0.0918
H -2.948 -17.456 -5.796  0.0750
C 4.019 -19.956 -10.566  -0.0739
N 2.802 -19.335 -10.174  0.0031
C 1.568 -19.854 -10.287  -0.5113
C 0.477 -18.934 -9.789  -0.0289
O 1.192 -20.989 -10.689  -0.0006
H 4.233 -20.772 -9.877  0.0770
H 4.805 -19.206 -10.470  0.0883
H 4.001 -20.270 -11.610  0.0913
H 2.721 -18.375 -9.871  0.1199
H 0.044 -18.234 -10.504  0.0664
H 0.763 -18.362 -8.906  0.0401
H -0.447 -19.433 -9.495  0.0815
C 5.666 -14.909 -5.714  -0.0572
N 6.604 -15.686 -6.485  0.0042
C 7.799 -15.292 -6.919  -0.5816
C 8.573 -16.282 -7.619  -0.0190
O 8.215 -14.118 -6.841  0.0049
H 4.779 -14.867 -6.347  0.0718
H 6.027 -13.901 -5.508  0.0763
H 5.499 -15.492 -4.808  0.0943
H 6.596 -16.688 -6.354  0.0910
H 9.581 -16.507 -7.274  0.0923
H 8.760 -15.992 -8.653  0.0961
H 8.039 -17.231 -7.657  0.0744
C -1.712 -15.844 -10.843  -0.0594
N -3.046 -15.431 -10.442  0.0073
C -3.880 -14.687 -11.171  -0.5015
C -5.211 -14.156 -10.448  0.0149
O -3.539 -14.375 -12.328  -0.0106
H -1.716 -16.842 -11.282  0.0815
H -1.166 -16.008 -9.914  0.0497
H -1.248 -15.091 -11.481  0.0893
H -3.179 -15.522 -9.445  0.0986
H -5.503 -13.252 -10.983  0.0699
H -5.094 -13.973 -9.380  0.0552
H -5.921 -14.983 -10.465  0.0692
C -0.037 -11.287 -11.598  -0.0745
N -0.975 -10.659 -12.464  -0.0042
C -1.241 -9.351 -12.473  -0.5624
C -2.528 -9.051 -13.197  -0.0131
O -0.498 -8.409 -12.163  0.0231
H 0.992 -11.252 -11.955  0.0886
H -0.380 -12.311 -11.450  0.0762
H -0.044 -10.758 -10.644  0.0851
H -1.548 -11.301 -12.993  0.1386
H -2.306 -8.790 -14.232  0.0900
H -3.115 -8.262 -12.726  0.0799
H -3.163 -9.917 -13.011  0.0710
C -2.026 -8.436 -7.985  -0.0431
N -2.422 -9.262 -6.814  -0.0173
C -1.693 -10.345 -6.422  -0.5029
C -2.183 -10.777 -4.973  0.0044
O -0.772 -10.797 -7.107  0.0204
H -1.054 -7.993 -7.766  0.0902
H -2.785 -7.703 -8.258  0.0838
H -1.993 -9.171 -8.789  0.0757
H -3.348 -9.059 -6.465  0.1255
H -3.269 -10.699 -4.930  0.0731
H -1.576 -10.339 -4.181  0.0760
H -2.067 -11.857 -4.879  0.0452
C 0.367 -14.061 -8.416  0.0301
C 1.273 -15.365 -8.493  -0.5694
N 2.135 -15.504 -7.522  0.1852
O 1.285 -16.128 -9.441  0.0028
H 0.406 -13.361 -9.250  0.0685
H 0.477 -13.430 -7.534  0.0471
H -0.685 -14.342 -8.442  0.0525
H 2.053 -14.933 -6.693  0.0337
H 2.715 -16.328 -7.452  0.1053
C 2.816 -19.257 -6.590  -0.0013
C 4.348 -19.358 -6.705  -0.5575
N 4.877 -20.547 -6.849  0.1767
O 5.045 -18.316 -6.635  -0.0116
H 2.275 -20.204 -6.592  0.0747
H 2.286 -18.673 -7.342  0.0461
H 2.459 -18.940 -5.610  0.0828
H 5.865 -20.682 -7.006  0.1260
H 4.338 -21.376 -6.644  0.1177
C 3.541 -12.524 -3.842  0.0230
C 2.274 -12.924 -4.609  -0.4956
N 1.281 -12.093 -4.909  0.1931
O 2.241 -14.059 -5.188  -0.0693
H 4.387 -12.718 -4.501  0.0657
H 3.652 -13.057 -2.898  0.0933
H 3.557 -11.436 -3.785  0.0763
H 1.290 -11.210 -4.419  0.1152
H 0.476 -12.486 -5.376  0.0860

***

DFT (ωB97M-V/def2-TZVPD) results for C24H58BaP2Si4Te as an isolated structure.

Computed properties:
* HOMO energy: -5.109 eV
* F_max: 5.7 eV Å⁻¹
* frontier orbital gap: 4.31 eV
* charge: 0
* LUMO: -0.80 eV
* energy relative to the best compared isomer or geometry (same formula, charge and spin): 17.4 kcal/mol

Each line ends with the Löwdin charge.
Geometry (Å):
P 1.584 4.621 1.656  0.9564
P 1.081 4.733 -1.912  0.6262
C 2.644 5.456 0.418  -0.2974
C 1.932 5.994 -0.828  -0.2884
H 3.485 4.806 0.141  0.0923
H 3.084 6.313 0.947  0.0867
H 1.156 6.725 -0.556  0.0832
H 2.661 6.536 -1.449  0.0794
C 2.307 5.256 -3.397  -0.2341
H 2.072 4.696 -4.310  0.0293
H 3.353 5.067 -3.124  0.0229
H 2.183 6.327 -3.599  0.0184
C -0.195 5.562 -3.061  -0.1968
H 0.149 6.581 -3.279  0.0279
H -1.199 5.631 -2.625  0.0203
H -0.263 4.986 -3.997  0.0555
C 2.577 3.689 2.818  -0.1553
H 1.950 3.038 3.450  0.0672
H 3.088 4.404 3.482  0.0814
H 3.352 3.091 2.319  0.0708
C 0.860 6.012 2.561  -0.1736
H 0.155 6.578 1.935  0.0718
H 1.658 6.696 2.880  0.0630
H 0.332 5.648 3.451  0.0652
Ba 0.700 -0.124 1.698  1.4855
C 0.904 2.994 -2.739  -0.3389
C 2.059 3.164 -1.865  -0.3455
C 2.076 2.427 -0.506  -0.1899
C 0.831 2.562 0.430  -0.3524
C 0.231 4.006 0.612  -0.3547
C -0.318 4.451 -0.722  -0.3676
C -1.206 3.346 -1.338  -0.1716
C -0.422 2.425 -2.315  -0.1995
C -0.144 0.296 4.303  -0.4320
H 1.048 3.046 -3.823  0.0956
H 3.041 3.195 -2.344  0.1093
H 2.971 2.743 0.047  0.0764
H 2.254 1.358 -0.730  0.0964
H 0.049 1.876 0.082  0.0337
H 1.150 2.203 1.438  -0.0400
H -0.634 3.947 1.296  0.1297
H -0.864 5.403 -0.602  0.1178
H -2.006 3.818 -1.920  0.1048
H -1.697 2.749 -0.562  0.1049
H -0.314 1.409 -1.910  0.0305
H -1.014 2.293 -3.228  0.1136
H -0.696 -0.317 5.027  -0.0636
H -0.663 1.263 4.173  -0.0859
H 0.879 0.474 4.684  -0.0928
C -4.330 -3.388 -0.516  -0.2266
Si -3.028 -4.667 -0.969  0.3420
C -3.413 -6.306 -0.116  -0.2110
C -3.019 -4.927 -2.833  -0.2209
Si -0.927 -3.820 -0.283  -0.0705
Te -0.160 -1.649 -1.144  0.1947
Si -0.998 -3.318 1.993  0.2505
C -1.719 -4.795 2.888  -0.2210
C 0.745 -3.005 2.643  -0.3257
C -2.072 -1.790 2.232  -0.2911
Si 0.584 -5.581 -0.695  0.3297
C 0.232 -7.060 0.418  -0.2151
C 0.436 -6.090 -2.502  -0.2208
C 2.315 -4.925 -0.365  -0.2345
H -5.247 -3.612 -1.082  0.0274
H -4.006 -2.373 -0.779  0.0275
H -4.574 -3.407 0.555  0.0236
H -4.451 -6.575 -0.369  0.0340
H -2.766 -7.121 -0.465  0.0142
H -3.340 -6.251 0.977  0.0130
H -2.471 -4.127 -3.347  0.0312
H -2.574 -5.888 -3.119  0.0168
H -4.059 -4.910 -3.190  0.0286
H -1.340 -5.760 2.525  0.0122
H -1.437 -4.694 3.947  0.0334
H -2.815 -4.810 2.827  0.0295
H 0.761 -2.235 3.440  -0.0124
H 1.088 -3.939 3.103  0.0423
H 1.486 -2.777 1.855  -0.0235
H -1.684 -1.116 3.020  -0.0327
H -2.242 -1.217 1.307  -0.0094
H -3.053 -2.158 2.561  0.0347
H -0.745 -7.521 0.228  0.0116
H 1.004 -7.817 0.209  0.0330
H 0.294 -6.808 1.484  0.0154
H 0.349 -5.218 -3.163  0.0341
H 1.350 -6.636 -2.780  0.0282
H -0.425 -6.746 -2.684  0.0190
H 2.422 -3.879 -0.677  0.0027
H 2.584 -5.004 0.697  0.0226
H 3.026 -5.533 -0.946  0.0271

***

The highest HOMO energy belongs to which entry? C24H58BaP2Si4Te